1.
The following is a DFT calculation (wB97M-V/def2-TZVPD) of a 2-piece molecular cluster, C5H6O overall at a distorted geometry.

* energy above the lowest of the compared OMol25 structures with the same formula, charge and spin: 4.370 eV
* E_HOMO: -9.0 eV
* frontier orbital gap: 9.093 eV
* 2S+1: 1
* E_LUMO: 0.1019 eV
* energy: -269.185655 hartree
* SMILES string: C#CC=C.C=O

The geometry in XYZ format:
```
12
C5H6O (wB97M-V/def2-TZVPD)
H 0.121 -2.118 1.318
H 0.562 -1.762 -0.452
C 2.293 0.739 -0.303
O -2.688 0.348 0.003
H 3.289 0.948 -0.602
C 0.080 -0.102 0.725
H -1.299 1.689 -0.635
C -1.767 0.685 -0.699
H -0.419 0.358 1.575
H -1.343 0.046 -1.497
C 0.202 -1.415 0.513
C 1.158 0.530 0.045
```

---

2.
The following is a DFT calculation (wB97M-V/def2-TZVPD) of one molecule with the formula C20H29N3O4.

* energy above the lowest of the compared OMol25 structures with the same formula, charge and spin: 1.461 eV
* E_HOMO: -8.3 eV
* frontier orbital gap: 8.995 eV
* 2S+1: 1
* E_LUMO: 0.7025 eV
* energy: -1244.759129 hartree
* SMILES string: COc1ccc(CN2C[C@H](C(=O)NCCCN3CCOCC3)CC2=O)cc1

The geometry in XYZ format:
```
56
C20H29N3O4 (wB97M-V/def2-TZVPD)
C 0.009 -1.313 1.666
C 2.606 -1.767 -2.975
H -2.189 3.636 1.353
C -3.109 -1.239 -1.242
H 0.056 -2.313 -0.967
H 0.341 1.423 -1.271
H -4.004 -1.387 -1.850
H -0.299 -1.488 2.700
H 2.129 1.461 0.379
H 2.131 -2.759 -3.039
C 1.193 1.942 0.613
H 1.397 -3.436 -0.721
H -0.972 -0.317 0.112
C -1.245 3.155 1.142
N 1.844 -1.342 -0.644
H 3.716 2.212 3.564
H -4.583 0.999 0.000
C -3.551 0.660 0.159
H 2.648 -1.330 -3.973
H -1.775 2.449 -2.100
H 0.784 -0.771 -2.361
C 0.602 -2.603 1.092
H 3.062 0.959 2.481
H -0.131 -3.404 1.195
H 3.701 2.485 1.805
O 1.907 2.648 2.836
H 1.478 -2.874 1.682
H 3.618 -3.453 -1.226
H -2.495 -2.135 -1.325
C -1.049 2.515 -0.076
C 3.160 2.037 2.645
C 4.011 -2.425 -1.238
C -2.389 -1.354 1.179
O -2.646 -2.090 2.109
C -2.376 -0.010 -1.758
C 1.817 -0.864 -2.020
H -4.408 -1.322 0.526
C -2.160 2.356 -1.082
H -3.170 1.120 1.075
H 5.070 -2.452 -0.974
H -2.952 3.093 -0.920
C 0.970 -2.477 -0.390
H 3.708 -0.563 -0.210
H 0.747 -0.511 1.627
H 2.283 0.127 -2.026
H 3.266 -1.992 0.747
N -1.154 -0.879 0.928
O -1.613 0.042 -2.700
C -0.239 3.189 2.085
C 0.177 1.917 -0.326
N -2.728 1.027 -0.971
O 3.947 -1.904 -2.548
C 0.989 2.575 1.835
C -3.468 -0.874 0.202
H -0.381 3.683 3.033
C 3.230 -1.548 -0.249
```

---

3.
The following is a DFT calculation (wB97M-V/def2-TZVPD) of an isolated ion of composition CH2NO3S and charge -1 at a distorted geometry.

* energy above the lowest of the compared OMol25 structures with the same formula, charge and spin: 2.419 eV
* E_HOMO: -3.0 eV
* frontier orbital gap: 6.856 eV
* 2S+1: 1
* total charge: -1
* E_LUMO: 3.8843 eV
* energy: -717.952529 hartree
* SMILES string: O=C(O)N(O)[S-]

The geometry in XYZ format:
```
8
CH2NO3S (wB97M-V/def2-TZVPD)
H 0.321 -0.860 -1.517
C 0.641 -0.083 0.067
O 1.361 0.427 0.928
O -1.043 0.982 1.214
N -0.693 0.056 0.114
S -1.696 -0.688 -1.076
O 1.017 -0.951 -0.929
H 0.092 1.117 1.199
```

---

4.
The following is a DFT calculation (wB97M-V/def2-TZVPD) of C4H7NO as an isolated structure at a distorted geometry.

* energy above the lowest of the compared OMol25 structures with the same formula, charge and spin: 4.283 eV
* E_HOMO: -8.9 eV
* frontier orbital gap: 9.616 eV
* 2S+1: 1
* E_LUMO: 0.7345 eV
* energy: -286.474238 hartree

The geometry in XYZ format:
```
13
C4H7NO (wB97M-V/def2-TZVPD)
H -2.619 0.593 -0.456
H 2.497 0.882 0.443
C 1.772 0.066 0.350
O -0.349 1.592 0.341
H 1.001 0.576 -1.656
C -0.664 0.391 -0.192
C 0.698 0.476 -0.603
H -1.760 -0.911 1.225
H -1.057 -1.852 -0.182
H 2.323 -0.812 -0.012
C -1.330 -0.873 0.234
N -1.864 0.024 -0.827
H 1.351 -0.153 1.334
```

---

5.
The following is a DFT calculation (wB97M-V/def2-TZVPD) of an isolated ion of composition C22H27FN3O2S and charge +1 at a distorted geometry.

* energy above the lowest of the compared OMol25 structures with the same formula, charge and spin: 0.031 eV
* E_HOMO: -11.0 eV
* frontier orbital gap: 8.772 eV
* 2S+1: 1
* total charge: +1
* E_LUMO: -2.2627 eV
* energy: -1667.144351 hartree
* SMILES string: CC[NH+](CC)CCN(C(=O)CCOc1ccccc1)c1nc2ccc(F)cc2s1

The geometry in XYZ format:
```
56
C22H27FN3O2S (wB97M-V/def2-TZVPD)
H 1.548 -1.006 1.456
C -2.515 -1.551 0.715
C -0.235 0.271 -2.686
H 2.010 -5.393 -0.720
C 0.987 1.664 -0.454
H -2.019 2.005 2.311
H 6.457 1.411 -1.480
H 4.487 1.739 2.300
H -6.140 2.219 0.211
H -0.563 3.107 0.823
H -2.798 -1.573 -0.334
C -1.823 1.451 1.391
H -5.782 0.502 0.201
O -2.260 0.863 -1.581
C 3.214 1.667 0.554
H -0.846 0.196 -3.586
H -1.116 0.651 1.618
N -3.091 0.856 0.903
C 1.656 -1.973 0.989
H -4.953 1.582 -0.923
H -1.980 2.903 -0.217
H 0.682 0.818 -2.890
N -0.385 1.651 -0.643
H -2.715 -2.530 1.141
C -1.200 2.370 0.335
H -4.623 1.625 2.128
H -3.080 -0.490 2.521
H 4.262 1.416 -2.671
C 1.138 -2.167 -0.290
C 1.261 -3.407 -0.900
H 0.855 -3.590 -1.882
C 4.421 1.669 1.227
C 5.527 1.481 -0.939
N 1.879 1.586 -1.361
C 1.915 -4.433 -0.237
C 2.439 -4.239 1.028
C -4.252 1.758 1.108
H 0.888 -1.569 -2.826
F 6.750 1.566 1.066
O 0.505 -1.076 -0.848
S 1.612 1.767 1.214
C 3.144 1.575 -0.854
C 0.094 -1.153 -2.199
H -4.385 -0.733 1.352
H 2.706 -2.839 2.628
C 2.304 -3.003 1.640
H 2.948 -5.043 1.534
H -2.945 0.773 -0.157
H -0.798 -1.791 -2.277
C 4.317 1.484 -1.597
C 5.561 1.573 0.451
H -3.910 2.788 1.001
C -3.325 -0.501 1.456
C -1.034 0.956 -1.624
H -1.445 -1.373 0.783
C -5.345 1.490 0.087
```